Here is an isolated ion of composition C2H8N3 and charge +1 from the OMol25 dataset. Energies are from ωB97M-V/def2-TZVPD.

Each line ends with the Mulliken charge.
CARTESIAN COORDINATES (ANGSTROEM)
C1 -1.6716 1.0410 0.1413  -1.071
N1 -0.2526 0.8726 -0.2169  -0.190
C2 0.4486 -0.2574 -0.0620  0.721
N2 1.7615 -0.3646 -0.4558  -0.448
N3 -0.1434 -1.2908 0.5512  -0.355
H1 -1.9239 0.7097 1.0623  0.429
H2 -2.2450 0.3664 -0.5532  0.397
H3 -2.0420 2.0559 0.0735  0.287
H4 0.2036 1.7916 -0.4432  0.286
H5 2.0523 0.2556 -1.2214  0.241
H6 2.4166 -1.0708 0.0253  0.259
H7 0.4906 -2.0346 0.7312  0.196
H8 -1.1725 -1.2959 0.7001  0.247

Computed properties:
Max |F| (eV/Å): 3.9
SMILES: CNC(N)=[NH2+]
Molar mass (u): 74.107
E_HOMO (eV): -15.1
Net charge: +1
Relative energy (zero: lowest compared OMol25 entry of this formula, charge and spin) (eV): 0.705

=====

Here is an isolated ion of composition C4H2ClO2 and charge -1 from the OMol25 dataset. Energies are from ωB97M-V/def2-TZVPD.

Each line ends with the Mulliken charge.
CARTESIAN COORDINATES (ANGSTROEM)
O1 -3.3339 0.1430 -1.5521  -0.676
C1 -2.6700 0.5956 -0.6443  0.974
C2 -2.1533 0.9533 0.4067  -1.145
C3 -1.0005 1.3866 1.0655  0.557
O2 -0.8131 1.7463 2.2236  -0.656
C4 0.3321 1.8296 0.1149  -0.291
Cl1 0.5544 0.7387 -1.2133  -0.233
H1 1.3166 1.9168 0.7946  0.234
H2 0.1494 2.7702 -0.2948  0.237

Computed properties:
Max |F| (eV/Å): 4.1
SMILES: O=C=C=C([O-])CCl
Molar mass (u): 117.511
E_HOMO (eV): -3.9
Net charge: -1
Relative energy (zero: lowest compared OMol25 entry of this formula, charge and spin) (eV): 1.117

=====

Here is C51H34F6LaN5O6PS4Se2 as an isolated structure from the OMol25 dataset. Energies are from ωB97M-V/def2-TZVPD.

Each line ends with the Mulliken charge.
CARTESIAN COORDINATES (ANGSTROEM)
La1 -1.4599 0.6657 -0.1767  3.271
Se1 -2.4904 1.9119 2.1533  0.419
Se2 -1.9674 1.5928 4.4082  -0.130
C1 -2.8271 -0.1200 4.3102  0.466
C2 -2.8515 -1.0235 5.3616  -0.908
C3 -3.4399 -2.2546 5.1271  -0.314
C4 -3.9869 -2.5146 3.8768  -1.161
C5 -3.9504 -1.5230 2.9122  -0.459
N1 -3.3700 -0.3514 3.1262  -0.181
C6 -1.3725 3.4603 1.8871  0.072
C7 -1.4763 4.6404 2.6116  -0.526
C8 -0.6810 5.7077 2.2292  -0.589
C9 0.1649 5.5430 1.1411  -1.157
C10 0.1897 4.3233 0.4857  -0.301
N2 -0.5579 3.2895 0.8521  0.318
H1 -2.4257 -0.7471 6.3148  0.687
H2 -3.4781 -2.9972 5.9100  0.455
H3 -4.4520 -3.4616 3.6612  0.477
H4 -4.3946 -1.6600 1.9356  0.735
H5 -2.1705 4.7082 3.4365  0.550
H6 -0.7260 6.6490 2.7568  0.452
H7 0.7944 6.3504 0.8049  0.489
H8 0.8459 4.1691 -0.3598  0.481
S1 0.4093 -1.0897 5.2671  0.415
C11 1.1410 -1.3474 6.7928  -0.624
C12 2.4311 -0.9194 6.8301  -0.760
C13 2.8505 -0.3661 5.6096  -0.785
C14 1.8717 -0.3742 4.6466  1.084
C15 1.9399 0.0951 3.2864  -0.166
C16 0.7729 0.1764 2.4991  -0.789
N3 0.7319 0.6247 1.2643  1.328
C17 1.8972 0.9771 0.6701  -1.382
C18 3.1365 0.8836 1.3472  0.885
C19 4.3441 1.2019 0.6577  -1.133
C20 4.3253 1.6012 -0.6338  -1.118
C21 3.0930 1.7705 -1.3303  0.722
C22 3.0407 2.2845 -2.6279  -0.919
C23 1.8110 2.5503 -3.2165  0.879
C24 0.6577 2.2189 -2.4697  -1.542
N4 0.6774 1.6729 -1.2746  1.932
C25 1.8735 1.4669 -0.6779  -0.485
C26 1.7004 3.1683 -4.5140  0.231
C27 2.6546 3.2369 -5.5019  -0.506
C28 2.2237 3.9391 -6.6367  -0.741
C29 0.9530 4.4111 -6.5034  -0.492
S2 0.2501 4.0043 -4.9993  0.060
C30 3.1332 0.4663 2.6813  -0.906
H9 0.5772 -1.8064 7.5789  0.505
H10 3.0601 -0.9991 7.6966  0.457
H11 3.8357 0.0366 5.4623  0.518
H12 -0.1686 -0.1621 2.9166  -0.587
H13 5.2740 1.1077 1.1978  0.515
H14 5.2391 1.8339 -1.1583  0.552
H15 3.9606 2.5107 -3.1442  0.476
H16 -0.3194 2.4264 -2.8875  -0.085
H17 3.6217 2.7734 -5.4321  0.424
H18 2.8283 4.0856 -7.5132  0.440
H19 0.3869 4.9725 -7.2187  0.473
H20 4.0661 0.4099 3.2190  0.446
O1 -3.4305 -0.6996 -0.7973  -0.639
C31 -2.6230 -1.5661 -0.3792  0.545
O2 -1.8982 -1.3009 0.6373  -0.178
C32 -2.2815 -2.7727 -1.1583  0.617
C33 -3.2009 -3.6146 -1.7696  -0.365
C34 -2.7407 -4.6572 -2.5541  -0.886
C35 -1.3797 -4.8272 -2.7618  -0.908
C36 -0.4632 -3.9646 -2.1863  -0.663
C37 -0.9036 -2.9381 -1.3602  0.011
P1 0.2574 -1.7654 -0.5647  2.287
C38 1.6930 -1.8864 -1.7086  0.173
C39 2.8404 -2.6480 -1.5191  -0.296
C40 3.8816 -2.5816 -2.4288  -0.897
C41 3.7933 -1.7468 -3.5293  -0.934
C42 2.6463 -0.9960 -3.7370  -0.434
C43 1.5998 -1.0708 -2.8373  -0.091
C44 0.7160 -2.7482 0.9139  0.431
C45 -0.2304 -3.5774 1.5142  -0.812
C46 0.0140 -4.1401 2.7525  -0.722
C47 1.2156 -3.9099 3.4018  -0.957
C48 2.1800 -3.1227 2.7970  -1.147
C49 1.9250 -2.5295 1.5722  -0.639
H21 -4.2564 -3.4393 -1.6341  0.548
H22 -3.4437 -5.3272 -3.0215  0.444
H23 -1.0239 -5.6328 -3.3839  0.467
H24 0.5964 -4.0857 -2.3628  0.528
H25 2.9132 -3.3107 -0.6712  0.581
H26 4.7589 -3.1948 -2.2863  0.483
H27 4.6111 -1.6970 -4.2320  0.427
H28 2.5676 -0.3536 -4.6020  0.615
H29 0.6869 -0.5114 -3.0060  -0.261
H30 -1.1706 -3.7710 1.0187  0.225
H31 -0.7413 -4.7589 3.2134  0.497
H32 1.3988 -4.3410 4.3736  0.462
H33 3.1261 -2.9554 3.2919  0.421
H34 2.6736 -1.8885 1.1272  0.905
F1 -6.1768 1.9225 -0.8035  -0.220
C50 -4.9165 2.1397 -0.4971  0.597
F2 -4.5217 1.1826 0.3723  -0.177
F3 -4.8161 3.2885 0.1803  -0.237
S3 -3.6920 2.2803 -1.9355  1.270
O3 -2.4554 2.3177 -1.1547  -0.906
O4 -4.0313 3.4923 -2.5813  -0.673
N5 -3.8563 1.0314 -2.8423  -0.643
S4 -2.8107 -0.1062 -3.1165  1.128
O5 -1.5506 0.0331 -2.3940  -0.837
O6 -3.3399 -1.3926 -3.3608  -0.664
C51 -2.2253 0.3910 -4.8394  0.611
F4 -3.2056 0.6406 -5.6935  -0.228
F5 -1.4549 1.4874 -4.7630  -0.111
F6 -1.4557 -0.5779 -5.3412  -0.219

Computed properties:
Max |F| (eV/Å): 5.4
Molar mass (u): 1382.918
E_HOMO (eV): -10.2
Net charge: +1
Relative energy (zero: lowest compared OMol25 entry of this formula, charge and spin) (eV): 1.915

=====

Here is C8H6HoNO5 as an isolated structure from the OMol25 dataset. Energies are from ωB97M-V/def2-TZVPD.

Each line ends with the Mulliken charge.
CARTESIAN COORDINATES (ANGSTROEM)
O1 -5.0515 -0.3094 -1.1437  -0.075
C1 -3.9116 -0.1845 -1.0892  0.263
Ho1 -1.4834 -0.0218 -0.8486  0.923
O2 -2.9662 -1.6993 -3.6275  -0.084
C2 -2.3715 -1.1338 -2.8171  0.263
C3 0.6370 0.4721 -2.0097  0.318
O3 1.6408 0.7951 -2.4819  -0.119
C4 -1.0501 2.3241 -0.1322  0.026
O4 -0.0942 3.0151 0.0789  -0.187
C5 -1.4899 1.9315 -2.2335  0.200
O5 -1.4925 2.8530 -2.9430  -0.145
H1 -2.0485 2.4322 0.4023  0.377
C6 3.1043 -0.7969 2.4283  -1.118
C7 1.8677 -1.6692 2.1743  -0.193
C8 0.9062 -1.0433 1.3095  0.245
N1 0.0434 -0.6792 0.6171  -0.329
H2 3.6112 -0.5850 1.4797  0.345
H3 3.8155 -1.3011 3.0846  0.340
H4 2.8108 0.1455 2.9070  0.348
H5 2.1550 -2.6311 1.7212  0.299
H6 1.3676 -1.9138 3.1234  0.305

Computed properties:
2S+1: 5
Expectation value of S²: 6.135
Max |F| (eV/Å): 6.0
Molar mass (u): 361.068
E_HOMO (alpha / beta) (eV): -17.2 / -15.2
Net charge: +2
Relative energy (zero: lowest compared OMol25 entry of this formula, charge and spin) (eV): 1.892

=====

Here is C14H29CuO13 as an isolated structure from the OMol25 dataset. Energies are from ωB97M-V/def2-TZVPD.

Each line ends with the Mulliken charge.
CARTESIAN COORDINATES (ANGSTROEM)
Cu1 0.5936 -0.2451 0.0400  1.148
C1 3.3058 0.2859 -1.2135  -0.569
C2 3.6945 -0.1911 0.1891  -0.396
O1 2.6857 -1.0101 0.7659  -0.405
H1 3.4294 -0.4261 -2.0295  0.294
H2 3.7941 1.2315 -1.4490  0.429
H3 2.2995 0.7003 -1.1527  -0.100
H4 4.0455 0.5668 0.8894  0.348
H5 4.5971 -0.7883 0.0598  0.381
C3 2.6111 4.3009 0.8305  -0.502
O2 1.6632 3.8274 1.8350  -0.359
C4 0.9903 2.6398 1.7648  0.534
O3 0.8138 1.9416 0.7985  -0.141
O4 0.4069 2.4121 2.9868  -0.364
C5 -0.0685 1.1029 3.3326  -0.726
H6 3.2364 3.4226 0.6707  0.135
H7 3.3201 5.0363 1.2109  0.284
H8 2.2718 4.5825 -0.1664  0.285
H9 -0.0256 1.0519 4.4205  0.435
H10 0.6023 0.2717 3.1152  0.148
H11 -1.0878 0.8625 3.0305  0.296
C6 0.5195 -3.3093 1.9654  -0.454
O5 -0.7387 -3.1284 2.5315  -0.391
C7 -1.4493 -2.0642 2.2415  0.620
O6 -1.0873 -1.2044 1.4423  -0.250
O7 -2.5408 -2.1214 2.9629  -0.367
C8 -3.5802 -1.2513 2.8163  -0.322
H12 1.2512 -2.6212 2.3888  0.262
H13 0.4189 -3.1635 0.8899  0.046
H14 0.9636 -4.2959 2.0976  0.314
H15 -3.4137 -0.2458 3.2028  0.323
H16 -4.5494 -1.6477 3.1189  0.311
H17 -3.7680 -1.0631 1.7592  -0.099
C9 2.0499 -3.5236 -2.1253  -0.503
O8 1.3922 -2.9085 -3.2082  -0.381
C10 0.5649 -1.8772 -3.0441  0.607
O9 0.2961 -1.3425 -1.9662  -0.295
O10 -0.0549 -1.5147 -4.2391  -0.320
C11 -1.0633 -0.5222 -4.1580  -0.314
H18 2.8539 -2.9220 -1.7014  0.204
H19 2.4807 -4.4295 -2.5519  0.281
H20 1.2811 -3.8928 -1.4465  0.229
H21 -1.5299 -0.2231 -5.0966  0.330
H22 -0.7464 0.3994 -3.6698  0.167
H23 -1.8741 -0.8830 -3.5251  0.034
C12 -3.4502 -0.6986 -1.0801  -0.622
O11 -3.5634 0.6936 -0.8799  -0.358
C13 -2.4111 1.4400 -0.9506  0.716
O12 -1.2296 1.0325 -0.8531  -0.443
O13 -2.7473 2.7277 -0.9506  -0.411
C14 -1.9509 3.8525 -0.7044  -0.476
H24 -3.7490 -1.0478 -2.0685  0.296
H25 -4.1860 -1.1854 -0.4399  0.256
H26 -2.4370 -0.9976 -0.8118  0.142
H27 -0.9330 3.5545 -0.9557  0.115
H28 -2.1518 4.0302 0.3521  0.285
H29 -2.0458 4.7786 -1.2714  0.314

Computed properties:
2S+1: 2
Expectation value of S²: 0.760
Max |F| (eV/Å): 3.6
Molar mass (u): 468.919
E_HOMO (alpha / beta) (eV): -13.0 / -12.2
Net charge: +1
Relative energy (zero: lowest compared OMol25 entry of this formula, charge and spin) (eV): 0.326

=====

Here is a 8-piece molecular cluster, C22H48BBr6O24P4 overall from the OMol25 dataset. Energies are from ωB97M-V/def2-TZVPD.

Each line ends with the Mulliken charge.
CARTESIAN COORDINATES (ANGSTROEM)
O1 25.4680 -21.6615 21.5087  -0.650
C1 24.7936 -22.6139 21.7905  0.261
O2 24.4988 -23.0353 23.0129  -0.782
B1 23.6083 -24.1993 22.9675  0.822
O3 23.5429 -24.5554 21.5322  0.553
C2 24.1870 -23.6525 20.8243  0.630
O4 24.3560 -23.5988 19.6368  -0.648
O5 22.2190 -23.9443 23.4210  -0.731
C3 21.8450 -24.8079 24.3284  1.486
O6 20.7645 -24.8636 24.8450  -0.718
C4 23.0461 -25.7688 24.5837  -0.251
O7 24.0638 -25.2877 23.8997  -0.394
O8 23.0694 -26.7252 25.2981  -0.717
Br1 24.3726 -22.5522 28.2943  -0.139
C5 23.5856 -24.1579 27.5859  0.181
C6 22.0553 -24.2343 27.8296  -0.196
Br2 21.7540 -24.2129 29.7916  -0.191
H1 24.1164 -25.0720 27.8314  0.548
H2 23.6727 -24.0685 26.5013  -0.658
H3 21.5462 -25.0872 27.3888  0.336
H4 21.5597 -23.3736 27.3823  0.094
Br3 20.5643 -27.3415 18.9580  -0.150
C7 21.5429 -25.9129 19.9083  0.067
C8 20.8875 -24.5493 19.8098  -0.263
Br4 19.0751 -24.5918 20.6357  -0.233
H5 22.4392 -25.8105 19.2993  0.264
H6 21.7167 -26.2149 20.9332  -0.244
H7 20.6162 -24.1733 18.8313  0.551
H8 21.3959 -23.7986 20.4075  -0.073
Br5 18.1736 -28.9837 21.7290  -0.209
C9 19.3358 -27.6868 22.7223  -0.016
C10 20.3957 -28.4365 23.4666  -0.362
Br6 21.9602 -28.8332 22.3554  0.060
H9 18.5826 -27.1516 23.2863  0.423
H10 19.7038 -27.1386 21.8632  -0.444
H11 20.0044 -29.3343 23.9416  0.555
H12 20.7813 -27.8759 24.3213  0.030
C11 26.7128 -26.0819 17.5051  -0.514
O9 27.3523 -27.0084 18.4049  -0.302
P1 26.5535 -28.3663 18.8239  0.510
O10 27.4942 -29.5005 19.0514  -0.751
O11 25.7379 -27.8922 20.1014  0.318
C12 26.3674 -27.9750 21.3917  -0.523
O12 25.3788 -28.5586 17.7696  -0.292
C13 24.1302 -29.1663 18.1103  -0.507
H13 27.0880 -26.2041 16.4922  0.238
H14 26.9381 -25.0997 17.9228  0.245
H15 25.6295 -26.1440 17.5980  0.240
H16 27.4262 -27.7402 21.3006  0.341
H17 26.2098 -28.9782 21.7856  0.302
H18 25.8638 -27.2835 22.0578  -0.025
H19 23.2585 -28.5336 17.9978  0.199
H20 24.2172 -29.5609 19.1312  0.200
H21 24.1516 -30.1593 17.6513  0.325
C14 22.1209 -33.0025 22.6658  -0.722
O13 21.6446 -32.2215 23.7516  0.003
P2 21.8960 -32.7566 25.2280  0.859
O14 23.1026 -33.5801 25.3547  -0.707
O15 21.8999 -31.3932 26.0967  -0.303
C15 22.8064 -30.3633 25.7183  -0.322
O16 20.5250 -33.3822 25.7069  -0.302
C16 20.2762 -33.7982 27.0443  -0.691
H22 21.3120 -33.5820 22.2185  0.298
H23 22.9488 -33.6855 22.8555  0.354
H24 22.5148 -32.3260 21.9053  0.142
H25 22.3531 -29.4527 25.3124  -0.128
H26 23.4268 -30.6586 24.8703  0.313
H27 23.3400 -30.0186 26.6010  0.322
H28 20.3134 -32.9673 27.7504  0.276
H29 21.1015 -34.4604 27.3199  0.328
H30 19.3236 -34.3089 27.1334  0.241
C17 29.0878 -23.6934 22.5861  -0.650
O17 28.9069 -25.0034 23.0778  -0.305
P3 28.5079 -25.2872 24.6071  1.293
O18 27.7442 -26.5029 24.9188  -0.741
O19 29.9907 -25.2594 25.2799  -0.377
C18 30.4601 -26.4330 25.9415  -0.739
O20 27.8542 -23.8849 25.0409  -0.373
C19 26.6640 -23.9423 25.8309  -0.512
H31 29.1843 -22.9337 23.3679  0.300
H32 28.1884 -23.3142 22.0896  0.204
H33 29.9080 -23.4700 21.9055  0.325
H34 30.8714 -26.0208 26.8674  0.272
H35 31.2682 -26.9871 25.4658  0.285
H36 29.7299 -27.1680 26.2776  0.309
H37 26.1322 -23.0530 25.4852  0.329
H38 26.7189 -23.9567 26.9200  0.309
H39 26.0498 -24.8012 25.5520  0.162
C20 19.2323 -17.9512 25.8245  -0.628
O21 18.8393 -19.1908 26.3820  -0.351
P4 19.7052 -20.5058 26.1231  1.017
O22 19.4237 -21.5732 27.0773  -0.731
O23 19.4054 -20.8932 24.5843  -0.298
C21 19.2644 -22.2259 24.1422  -0.104
O24 21.2254 -19.9727 26.1193  -0.400
C22 22.3840 -20.7320 25.8485  0.110
H40 18.4034 -17.2425 25.9063  0.260
H41 19.4135 -18.0307 24.7504  0.279
H42 20.0524 -17.4715 26.3596  0.241
H43 20.1075 -22.9071 24.0397  -0.088
H44 18.6822 -22.2126 23.2172  0.293
H45 18.5764 -22.7851 24.7924  0.340
H46 23.0022 -20.7333 26.7511  0.217
H47 22.9809 -20.2869 25.0497  0.299
H48 22.1726 -21.7581 25.5363  -0.304

Computed properties:
Max |F| (eV/Å): 2.8
Molar mass (u): 1310.734
E_HOMO (eV): -8.1
Net charge: -1